1.
9
Properties=species:S:1:pos:R:3:forces:R:3:mulliken_charge:R:1 method="wB97M-V/def2-TZVPD" total_charge=0 relative_energy_kj_mol=501.45
O -1.921 0.302 0.128 0.5 0.6 -0.5 -0.49
C -0.823 -0.547 -0.215 -1.1 -0.8 5.1 -0.17
C 0.505 0.025 0.051 2.2 2.1 -0.9 0.05
C 1.634 0.712 -0.025 -5.7 -3.3 0.0 -0.16
O 1.809 -0.667 0.149 0.9 -2.2 0.2 -0.47
H -1.550 1.131 0.455 -0.2 -0.1 0.0 0.32
H -1.028 -1.464 0.495 1.1 1.3 -1.2 0.20
H -0.927 -0.923 -1.155 -0.1 -0.7 -3.0 0.28
H 2.302 1.432 0.117 2.3 3.1 0.3 0.43

2.
9
Properties=species:S:1:pos:R:3:forces:R:3:mulliken_charge:R:1 method="wB97M-V/def2-TZVPD" total_charge=0 relative_energy_kj_mol=338.54
O 1.616 0.613 -0.664 0.8 -0.3 0.7 -0.50
C 1.128 -0.131 0.164 0.4 0.1 0.0 -0.11
C -0.150 0.340 0.740 0.3 0.3 -0.1 0.08
C -0.910 -0.197 -0.423 0.0 0.0 -0.5 -0.44
O -1.343 -0.389 0.909 0.0 0.1 -0.1 -0.35
H 1.473 -1.162 0.337 0.1 0.0 0.1 0.42
H -0.258 1.407 0.920 0.2 -0.1 -0.2 0.31
H -0.958 0.657 -1.107 -1.8 -0.2 0.1 0.30
H -0.597 -1.138 -0.875 0.0 0.2 0.0 0.28

3.
9
Properties=species:S:1:pos:R:3:forces:R:3:mulliken_charge:R:1 method="wB97M-V/def2-TZVPD" total_charge=0 relative_energy_kj_mol=218.17
C 1.573 0.969 0.375 -2.4 5.2 -7.6 -0.59
C 0.352 0.857 -0.388 6.0 -0.8 5.3 -0.40
C -0.395 -0.256 0.123 -3.1 -2.2 -2.7 0.81
O -0.487 -0.716 1.204 0.0 0.0 0.3 -0.47
O -1.088 -0.912 -1.051 1.4 2.1 1.8 -0.49
H 2.311 1.794 -0.156 -1.5 -2.5 1.5 0.21
H 1.645 0.916 1.377 0.3 -1.3 3.3 0.36
H 0.406 1.102 -1.382 -0.3 0.8 -2.2 0.27
H -0.942 -0.208 -1.725 -0.5 -1.2 0.2 0.30

4.
9
Properties=species:S:1:pos:R:3:forces:R:3:mulliken_charge:R:1 method="wB97M-V/def2-TZVPD" total_charge=0 relative_energy_kj_mol=458.49
O 2.261 0.456 0.417 -0.5 -0.3 0.0 -0.45
C 1.216 -0.143 0.355 0.3 0.2 -0.1 -0.11
C -0.094 0.520 0.043 0.0 0.1 -0.1 0.22
C -0.853 0.001 -1.128 0.3 -0.1 -0.1 -0.45
O -1.149 -0.280 0.642 -0.2 -0.1 -0.1 -0.37
H 1.151 -1.250 0.436 0.0 0.1 0.0 0.32
H -0.121 1.581 0.298 0.0 -0.2 -0.1 0.30
H -1.997 0.096 0.324 0.0 0.1 0.3 0.39
H -0.415 -0.981 -1.386 0.0 0.1 0.0 0.15

5.
9
Properties=species:S:1:pos:R:3:forces:R:3:mulliken_charge:R:1 method="wB97M-V/def2-TZVPD" total_charge=0 relative_energy_kj_mol=323.01
C -0.898 0.139 0.479 1.5 -1.3 -3.1 -0.40
C 0.221 -0.797 -0.110 -0.6 6.6 2.4 -0.50
C 0.839 0.476 -0.516 -2.0 -0.8 0.8 0.15
O -0.153 1.290 0.058 -0.5 0.4 -0.1 -0.41
O 1.430 -0.254 0.478 1.0 -0.5 0.1 -0.43
H -1.828 0.007 -0.038 -0.5 0.3 -0.5 0.27
H -1.025 0.039 1.471 -0.4 0.0 3.6 0.30
H 0.221 -1.720 -0.398 0.0 -5.2 -1.9 0.60
H 1.192 0.820 -1.423 1.6 0.5 -1.4 0.42

6.
9
Properties=species:S:1:pos:R:3:forces:R:3:mulliken_charge:R:1 method="wB97M-V/def2-TZVPD" total_charge=0 relative_energy_kj_mol=68.99
C 1.113 -0.362 0.231 0.0 0.0 0.1 -0.88
C -0.082 0.545 0.145 0.1 0.3 0.2 0.58
O -0.093 1.675 0.582 0.0 -0.3 -0.2 -0.49
C -1.407 0.055 -0.452 -0.2 -0.4 -0.1 0.03
O -1.656 -1.091 -0.725 0.3 0.5 0.1 -0.45
H 1.644 -0.110 1.151 0.0 -0.1 -0.1 0.30
H 1.799 -0.181 -0.606 -0.2 0.0 0.1 0.27
H 0.822 -1.413 0.221 0.0 0.1 0.0 0.30
H -2.140 0.881 -0.549 0.0 -0.1 0.0 0.35

7.
9
Properties=species:S:1:pos:R:3:forces:R:3:mulliken_charge:R:1 method="wB97M-V/def2-TZVPD" spin_multiplicity=3 total_charge=0 relative_energy_kj_mol=411.89 s_squared=2.01
C 1.933 0.278 0.251 1.9 3.4 0.2 -0.16
C -1.331 -1.342 0.091 -3.8 -6.7 0.8 -0.38
C 1.327 -0.506 -0.826 -1.6 -0.2 1.6 0.14
O 1.984 -1.093 0.159 0.0 -3.2 -1.1 -0.23
O -0.518 -0.481 -0.094 5.1 4.9 -0.8 -0.34
H 2.897 0.823 0.045 -1.1 -0.6 0.1 0.22
H 1.451 0.544 1.180 -0.6 0.6 -0.3 0.22
H -2.401 -1.082 0.188 0.4 -0.1 -0.2 0.30
H -1.031 -2.464 0.242 -0.5 1.9 -0.3 0.23

8.
10
Properties=species:S:1:pos:R:3:forces:R:3:mulliken_charge:R:1 method="wB97M-V/def2-TZVPD" total_charge=0 relative_energy_kj_mol=78.12
C -0.171 -1.557 0.463 2.7 0.3 0.0 -0.53
C 0.805 -0.889 -0.177 -3.1 0.9 -3.0 -0.26
O 0.448 0.673 -0.351 -0.2 -2.4 1.9 -0.10
C -0.072 1.248 -1.389 0.4 -0.4 -0.8 -0.34
O -1.071 2.001 -0.906 0.3 0.7 0.8 -0.30
H 0.168 -2.576 0.701 -0.5 -0.1 -0.6 0.35
H 1.270 -1.197 -1.123 0.7 0.2 0.8 0.39
H -1.169 2.795 -1.443 -0.3 -0.3 -0.5 0.38
Pb -1.090 -0.358 2.112 1.3 0.9 0.2 0.47
H 0.883 -0.140 2.113 -1.4 0.3 1.2 -0.07